(1)
Density functional theory data (ωB97M-V/def2-TZVPD) for one molecule with the formula C3H5NO.

Each line ends with the Mulliken charge.
Positions of all 10 atoms, in Å:
O 2.127 -0.541 0.306  -0.536
C 0.987 -0.234 0.103  0.487
C 0.151 1.041 0.290  -0.323
N -1.021 0.299 -0.232  -0.452
C -0.256 -0.962 -0.443  -0.345
H 0.096 1.426 1.322  0.254
H 0.450 1.861 -0.378  0.198
H -1.786 0.224 0.426  0.265
H -0.578 -1.856 0.097  0.251
H -0.169 -1.259 -1.491  0.200

The HOMO energy is -9.53 eV. Its lowest unoccupied orbital energy is 0.97 eV. Its SMILES is O=C1CNC1. The calculated total energy is -247.25944 hartree. Its charge is 0. The frontier orbital gap is 10.508 eV. The value obtained for the largest force on an atom is 0.01388 Eh/bohr.

(2)
Density functional theory data (ωB97M-V/def2-TZVPD) for one molecule with the formula C3H5NO in a non-equilibrium geometry.

Each line ends with the Mulliken charge.
Positions of all 10 atoms, in Å:
O 2.824 0.240 -0.011  -0.687
N 1.627 -0.027 0.023  0.462
C 0.879 -1.098 -0.065  -0.420
C -0.433 -0.344 0.047  -0.309
C 0.359 0.967 -0.034  -0.475
H 1.352 -2.029 -0.028  0.441
H -1.178 -0.601 -0.759  0.267
H -0.851 -0.546 1.099  0.172
H 0.463 1.382 -0.957  0.284
H 0.276 1.667 0.779  0.265

The HOMO energy is -8.66 eV. Its lowest unoccupied orbital energy is 0.96 eV. Its SMILES is [O-][N+]1=CCC1. The calculated total energy is -247.17883 hartree. Its charge is 0. The frontier orbital gap is 9.611 eV. The value obtained for the largest force on an atom is 0.07352 Eh/bohr.

(3)
Density functional theory data (ωB97M-V/def2-TZVPD) for one molecule with the formula C3H5NO in a non-equilibrium geometry.

Each line ends with the Mulliken charge.
Positions of all 10 atoms, in Å:
O 0.267 -2.210 -0.608  -0.638
C -0.021 -1.030 -0.328  0.384
C -0.668 -0.173 0.715  -0.397
C 0.094 0.989 0.079  -0.381
N 0.575 0.084 -0.928  -0.095
H -1.708 -0.232 0.410  0.267
H -0.329 -0.657 1.665  0.259
H 1.047 1.146 0.863  0.196
H -0.446 1.970 -0.213  0.276
H 1.189 0.115 -1.654  0.129

The HOMO energy is -9.61 eV. Its lowest unoccupied orbital energy is 0.93 eV. Its SMILES is O=C1CCN1. The calculated total energy is -247.25265 hartree. Its charge is 0. The frontier orbital gap is 10.537 eV. The value obtained for the largest force on an atom is 0.10278 Eh/bohr.

(4)
Density functional theory data (ωB97M-V/def2-TZVPD) for one molecule with the formula C3H5NO.

Each line ends with the Mulliken charge.
Positions of all 10 atoms, in Å:
O -0.463 -2.097 1.207  -0.476
C -0.430 -1.403 0.228  0.095
N 0.616 -0.464 0.058  -0.282
C 0.552 0.695 -0.825  -0.184
C -0.015 0.775 0.532  -0.520
H -1.266 -1.371 -0.502  0.383
H 1.514 1.176 -0.981  0.230
H -0.116 0.734 -1.686  0.237
H -1.106 0.774 0.547  0.267
H 0.473 1.198 1.399  0.251

The HOMO energy is -10.10 eV. Its lowest unoccupied orbital energy is 1.03 eV. Its SMILES is O=CN1CC1. The calculated total energy is -247.23791 hartree. Its charge is 0. The frontier orbital gap is 11.128 eV. The value obtained for the largest force on an atom is 0.01292 Eh/bohr.

(5)
Density functional theory data (ωB97M-V/def2-TZVPD) for one molecule with the formula C3H5NO in a non-equilibrium geometry.

Each line ends with the Mulliken charge.
Positions of all 10 atoms, in Å:
C -1.057 0.828 0.262  -0.655
O -0.567 0.130 -0.873  -0.348
C 0.522 -0.741 -0.715  -0.138
C 1.357 -0.506 0.484  0.195
N 1.986 -0.345 1.442  -0.361
H -2.149 0.804 0.228  0.234
H -0.722 1.872 0.233  0.237
H -0.725 0.386 1.206  0.339
H 1.166 -0.637 -1.597  0.252
H 0.190 -1.790 -0.671  0.244

The HOMO energy is -10.48 eV. Its lowest unoccupied orbital energy is 0.79 eV. Its SMILES is COCC#N. The calculated total energy is -247.25938 hartree. Its charge is 0. The frontier orbital gap is 11.273 eV. The value obtained for the largest force on an atom is 0.02306 Eh/bohr.

(6)
Density functional theory data (ωB97M-V/def2-TZVPD) for C3H5NO as an isolated structure.

Each line ends with the Mulliken charge.
Positions of all 10 atoms, in Å:
O 0.184 -1.626 -1.548  -0.646
C 0.074 -0.773 -0.604  0.291
C -0.139 -0.447 0.878  -0.348
C -0.030 1.024 0.368  -0.381
N 0.172 0.454 -1.016  -0.424
H -1.113 -0.736 1.288  0.225
H 0.661 -0.776 1.549  0.223
H -0.944 1.625 0.469  0.243
H 0.831 1.592 0.743  0.245
H 0.304 -0.337 -2.127  0.572

The HOMO energy is -9.64 eV. Its lowest unoccupied orbital energy is 1.00 eV. The calculated total energy is -247.19353 hartree. Its charge is 0. The frontier orbital gap is 10.635 eV. The value obtained for the largest force on an atom is 0.01145 Eh/bohr.

(7)
Density functional theory data (ωB97M-V/def2-TZVPD) for one molecule with the formula C3H5NO in a non-equilibrium geometry.

Each line ends with the Mulliken charge.
Positions of all 10 atoms, in Å:
O 2.217 -0.863 -0.293  -0.447
C 1.443 0.032 -0.090  0.047
N 0.266 0.157 0.776  -0.257
C -0.954 0.689 0.243  -0.270
C -0.523 -0.747 -0.026  -0.530
H 1.733 1.019 -0.342  0.396
H -1.794 0.760 0.907  0.270
H -0.971 1.409 -0.572  0.260
H -0.490 -0.872 -1.100  0.255
H -0.927 -1.583 0.496  0.278

The HOMO energy is -9.92 eV. Its lowest unoccupied orbital energy is 0.94 eV. Its SMILES is O=CN1CC1. The calculated total energy is -247.20429 hartree. Its charge is 0. The frontier orbital gap is 10.864 eV. The value obtained for the largest force on an atom is 0.07078 Eh/bohr.

(8)
Density functional theory data (ωB97M-V/def2-TZVPD) for one molecule with the formula C3H5NO.

Each line ends with the Mulliken charge.
Positions of all 10 atoms, in Å:
O 2.231 -0.736 -0.370  -0.519
C 1.576 0.206 0.021  0.102
N 0.279 0.074 0.449  -0.158
C -1.010 0.624 0.125  -0.286
C -0.682 -0.826 -0.100  -0.400
H 1.997 1.217 0.155  0.337
H -1.616 0.905 0.985  0.219
H -1.130 1.273 -0.744  0.249
H -0.514 -1.154 -1.125  0.233
H -1.041 -1.592 0.581  0.222

The HOMO energy is -9.85 eV. Its lowest unoccupied orbital energy is 0.93 eV. Its SMILES is O=CN1CC1. The calculated total energy is -247.25691 hartree. Its charge is 0. The frontier orbital gap is 10.780 eV. The value obtained for the largest force on an atom is 0.00930 Eh/bohr.

(9)
Density functional theory data (ωB97M-V/def2-TZVPD) for a 2-piece molecular cluster, C3H5NO overall in a non-equilibrium geometry.

Each line ends with the Mulliken charge.
Positions of all 10 atoms, in Å:
O 1.365 -1.241 1.545  -0.213
C 1.484 -0.644 0.587  0.058
C -0.038 0.090 -0.658  0.019
C -1.261 -0.404 -0.459  -0.650
N 0.327 1.272 0.032  -0.578
H 1.318 1.000 0.415  0.285
H 0.531 -0.126 -1.556  0.365
H -1.814 -0.859 -1.264  0.225
H -1.767 -0.241 0.490  0.200
H -0.284 1.365 0.848  0.289

The HOMO energy is -9.12 eV. Its lowest unoccupied orbital energy is 0.41 eV. The calculated total energy is -247.20771 hartree. Its charge is 0. The frontier orbital gap is 9.530 eV. The value obtained for the largest force on an atom is 0.07289 Eh/bohr.

(10)
Density functional theory data (ωB97M-V/def2-TZVPD) for C3H5NO as an isolated structure in a non-equilibrium geometry.

Each line ends with the Mulliken charge.
Positions of all 10 atoms, in Å:
C -0.018 -0.113 0.775  -0.725
C 0.044 0.678 -0.979  -0.492
C 0.668 -1.165 -0.098  0.391
N 0.651 -0.557 -1.383  -0.299
O 1.854 -0.674 -0.656  -0.319
H 0.458 0.206 1.666  0.285
H -1.024 -0.196 0.766  0.313
H -0.943 0.742 -1.083  0.287
H 0.487 1.581 -1.319  0.283
H 0.449 -2.308 0.075  0.276

The HOMO energy is -9.39 eV. Its lowest unoccupied orbital energy is 1.12 eV. The calculated total energy is -247.11886 hartree. Its charge is 0. The frontier orbital gap is 10.506 eV. The value obtained for the largest force on an atom is 0.10841 Eh/bohr.

(11)
Density functional theory data (ωB97M-V/def2-TZVPD) for one molecule with the formula C3H5NO in a non-equilibrium geometry.

Each line ends with the Mulliken charge.
Positions of all 10 atoms, in Å:
C 0.460 0.740 -0.317  -0.039
C 2.087 0.399 0.028  0.067
C -1.539 -0.396 0.251  -0.509
N 2.162 -0.787 -0.103  -0.490
O -0.437 0.436 0.593  -0.212
H 0.221 0.296 -1.417  0.179
H 2.720 1.229 0.335  0.303
H -1.534 -0.683 -0.860  0.275
H -2.529 0.106 0.561  0.215
H -1.611 -1.340 0.929  0.210

The HOMO energy (alpha / beta) is -8.58 / -8.34 eV. Its lowest unoccupied orbital energy (alpha / beta) is 0.10 / -0.01 eV. The calculated total energy is -247.13586 hartree. Its charge is 0. The frontier orbital gap (alpha / beta) is 8.681 / 8.329 eV. The value obtained for the largest force on an atom is 0.06233 Eh/bohr.

(12)
Density functional theory data (ωB97M-V/def2-TZVPD) for one molecule with the formula C3H5NO.

Each line ends with the Mulliken charge.
Positions of all 10 atoms, in Å:
O 1.894 -1.141 0.314  -0.428
C 1.374 0.082 0.296  0.132
N 0.163 0.199 -0.078  0.045
C -1.153 0.772 -0.031  -0.223
C -0.920 -0.718 -0.247  -0.796
H 2.012 0.901 0.608  0.349
H -1.478 1.123 0.948  0.213
H -1.362 1.469 -0.844  0.205
H -1.004 -0.989 -1.306  0.199
H 1.106 -1.737 0.292  0.305

The HOMO energy is -7.50 eV. Its lowest unoccupied orbital energy is 0.91 eV. The calculated total energy is -247.15926 hartree. Its charge is 0. The frontier orbital gap is 8.417 eV. The value obtained for the largest force on an atom is 0.00888 Eh/bohr.

(13)
Density functional theory data (ωB97M-V/def2-TZVPD) for one molecule with the formula C3H5NO in a non-equilibrium geometry.

Each line ends with the Mulliken charge.
Positions of all 10 atoms, in Å:
O 2.190 0.005 -0.040  -0.580
C 0.966 0.039 -0.212  0.479
C -0.056 -1.037 -0.090  -0.301
N -1.184 -0.055 -0.171  -0.456
C -0.140 1.041 -0.117  -0.348
H -0.130 -1.872 -0.955  0.236
H 0.209 -1.596 0.886  0.205
H -1.785 0.003 0.656  0.271
H 0.065 1.563 0.843  0.205
H -0.135 1.910 -0.801  0.290

The HOMO energy is -9.83 eV. Its lowest unoccupied orbital energy is 0.68 eV. Its SMILES is O=C1CNC1. The calculated total energy is -247.23475 hartree. Its charge is 0. The frontier orbital gap is 10.505 eV. The value obtained for the largest force on an atom is 0.07925 Eh/bohr.

(14)
Density functional theory data (ωB97M-V/def2-TZVPD) for one molecule with the formula C3H5NO2.

Each line ends with the Mulliken charge.
Positions of all 11 atoms, in Å:
C -1.704 0.057 -0.152  -0.971
C -0.242 0.296 0.068  0.663
O 0.247 1.398 -0.167  -0.590
N 0.661 -0.662 0.407  -0.265
C 1.945 0.004 0.021  0.166
O 2.446 -0.126 -1.055  -0.453
H -1.821 -0.087 -1.232  0.261
H -2.218 0.983 0.110  0.280
H -2.138 -0.793 0.375  0.350
H 0.452 -1.657 0.435  0.237
H 2.363 0.606 0.838  0.321

The HOMO energy is -10.15 eV. Its lowest unoccupied orbital energy is 0.82 eV. Its SMILES is CC(=O)NC=O. The calculated total energy is -322.53584 hartree. Its charge is 0. The frontier orbital gap is 10.967 eV. The value obtained for the largest force on an atom is 0.01640 Eh/bohr.

(15)
Density functional theory data (ωB97M-V/def2-TZVPD) for C3H5NO2 as an isolated structure.

Each line ends with the Mulliken charge.
Positions of all 11 atoms, in Å:
O 1.679 -0.833 -0.257  -0.445
C 0.463 -0.427 -0.258  0.219
C -0.708 -1.178 0.364  -0.305
O -1.283 0.084 0.781  -0.372
C -0.247 0.820 0.248  0.391
N 0.019 2.038 0.254  -0.599
H 1.674 0.061 -1.144  0.248
H 0.807 0.383 -1.725  0.083
H -1.383 -1.750 -0.276  0.236
H -0.369 -1.776 1.217  0.248
H -0.653 2.579 0.796  0.297

The HOMO energy is -9.47 eV. Its lowest unoccupied orbital energy is -0.91 eV. The calculated total energy is -322.33728 hartree. Its charge is 0. The frontier orbital gap is 8.567 eV. The value obtained for the largest force on an atom is 0.01328 Eh/bohr.

(16)
Density functional theory data (ωB97M-V/def2-TZVPD) for a 2-piece molecular cluster, C3H5NO2 overall in a non-equilibrium geometry.

Each line ends with the Mulliken charge.
Positions of all 11 atoms, in Å:
O 1.181 -0.374 -2.354  -0.382
C 0.626 0.070 -1.429  0.692
N -0.048 0.665 -0.600  -0.262
C -0.924 1.637 -1.158  0.039
O -2.098 1.711 -0.966  -0.418
H -0.346 2.272 -1.860  0.309
C 0.338 -1.226 1.711  -0.872
H 0.967 -1.525 0.869  0.124
H 0.899 -1.280 2.642  0.300
H -0.543 -1.869 1.747  0.242
H 0.004 -0.219 1.553  0.228

The HOMO energy is -11.16 eV. Its lowest unoccupied orbital energy is 0.57 eV. Its SMILES is O=C=NC=O.C. The calculated total energy is -322.52337 hartree. Its charge is 0. The frontier orbital gap is 11.735 eV. The value obtained for the largest force on an atom is 0.02766 Eh/bohr.

(17)
Density functional theory data (ωB97M-V/def2-TZVPD) for one molecule with the formula C3H5NO2.

Each line ends with the Mulliken charge.
Positions of all 11 atoms, in Å:
C 1.334 1.029 -0.446  -0.680
O 0.964 -0.319 -0.281  -0.377
C -0.333 -0.501 0.141  0.120
N -0.789 -1.824 0.127  -0.479
C -1.127 0.473 0.559  0.508
O -1.897 1.282 0.937  -0.423
H 1.329 1.573 0.510  0.299
H 2.344 1.021 -0.851  0.234
H 0.659 1.540 -1.148  0.320
H -1.003 -2.226 1.026  0.243
H -1.482 -2.049 -0.573  0.235

The HOMO energy is -8.12 eV. Its lowest unoccupied orbital energy is 0.79 eV. Its SMILES is COC(N)=C=O. The calculated total energy is -322.47451 hartree. Its charge is 0. The frontier orbital gap is 8.907 eV. The value obtained for the largest force on an atom is 0.01753 Eh/bohr.

(18)
Density functional theory data (ωB97M-V/def2-TZVPD) for a 2-piece molecular cluster, C3H5NO2 overall in a non-equilibrium geometry.

Each line ends with the Mulliken charge.
Positions of all 11 atoms, in Å:
N 1.508 -0.351 2.213  -0.475
C 0.407 -0.489 1.715  0.477
C -0.814 -0.790 1.249  -0.442
O -0.937 -1.643 0.161  -0.489
H 2.191 0.497 2.010  0.285
H -1.755 -0.607 1.771  0.340
H -0.230 -1.238 -0.427  0.363
C -0.047 1.138 -2.187  -0.107
O 0.332 0.436 -1.321  -0.382
H -0.016 2.225 -2.120  0.221
H -0.640 0.822 -3.063  0.210

The HOMO energy is -7.79 eV. Its lowest unoccupied orbital energy is 0.41 eV. Its SMILES is N=C=CO.C=O. The calculated total energy is -322.42913 hartree. Its charge is 0. The frontier orbital gap is 8.194 eV. The value obtained for the largest force on an atom is 0.05861 Eh/bohr.

(19)
Density functional theory data (ωB97M-V/def2-TZVPD) for one molecule with the formula C3H5NO2 in a non-equilibrium geometry.

Each line ends with the Mulliken charge.
Positions of all 11 atoms, in Å:
C -1.056 0.025 -0.963  -1.044
C 0.397 -0.061 -0.845  0.575
O 1.201 0.018 -1.711  -0.467
C 0.820 -0.478 0.793  -0.491
N 0.169 0.643 1.512  0.071
O 0.891 1.421 2.075  -0.358
H -1.358 0.689 -0.201  0.411
H -1.345 0.534 -1.978  0.299
H -1.762 -0.806 -0.473  0.292
H 0.168 -1.387 0.922  0.312
H 1.875 -0.599 0.869  0.400

The HOMO energy is -9.30 eV. Its lowest unoccupied orbital energy is -0.13 eV. Its SMILES is CC(=O)CN=O. The calculated total energy is -322.41274 hartree. Its charge is 0. The frontier orbital gap is 9.166 eV. The value obtained for the largest force on an atom is 0.06730 Eh/bohr.

(20)
Density functional theory data (ωB97M-V/def2-TZVPD) for C3H5NO2 as an isolated structure.

Each line ends with the Mulliken charge.
Positions of all 11 atoms, in Å:
O 1.247 -0.077 1.465  -0.536
C 0.137 0.111 0.673  0.311
C -0.199 1.318 -0.196  -0.347
O -0.998 0.388 -1.014  -0.368
C -0.293 -0.708 -0.493  0.235
N -0.139 -1.928 -0.731  -0.597
H 1.915 -0.571 0.973  0.339
H -0.799 -0.006 1.230  0.205
H -0.745 2.109 0.328  0.242
H 0.596 1.746 -0.811  0.254
H -0.722 -2.383 -1.423  0.262

The HOMO energy is -10.34 eV. Its lowest unoccupied orbital energy is 0.79 eV. The calculated total energy is -322.48726 hartree. Its charge is 0. The frontier orbital gap is 11.130 eV. The value obtained for the largest force on an atom is 0.01894 Eh/bohr.